No. 1
{
  "formula": "C8H16N2",
  "method": "ωB97M-V with the def2-TZVPD basis set",
  "species": ["C", "N", "C", "C", "C", "C", "N", "C", "C", "C", "H", "H", "H", "H", "H", "H", "H", "H", "H", "H", "H", "H", "H", "H", "H", "H"],
  "coordinates": [[-2.471, -0.979, -0.228], [-1.099, -0.532, -0.227], [-0.772, 0.481, -1.247], [0.202, 1.444, -0.577], [1.644, 0.916, -0.517], [1.809, -0.456, 0.160], [1.747, -1.497, -0.873], [0.803, -0.672, 1.360], [-0.553, -0.036, 1.039], [-0.379, 1.438, 0.838], [-2.736, -1.196, -1.289], [-3.165, -0.207, 0.233], [-2.639, -1.929, 0.359], [-1.669, 1.070, -1.556], [-0.354, 0.035, -2.127], [0.179, 2.445, -1.048], [2.282, 1.668, 0.011], [2.025, 0.798, -1.549], [2.818, -0.477, 0.575], [0.759, -1.635, -1.114], [2.041, -2.411, -0.444], [0.611, -1.724, 1.582], [1.254, -0.202, 2.270], [-1.208, -0.245, 1.909], [0.215, 1.963, 1.606], [-1.343, 1.941, 0.855]],
  "lowdin_charge": [-0.102, -0.190, -0.156, -0.284, -0.129, -0.374, 0.019, -0.095, -0.341, -0.126, 0.090, 0.094, 0.092, 0.128, 0.106, 0.144, 0.123, 0.115, 0.122, 0.054, 0.089, 0.106, 0.121, 0.148, 0.128, 0.114],
  "e_tot_ev": -11535.5031,
  "smiles": "CN1C[C@@H]2C[C@H](N)C[C@H]1C2",
  "orbital_gap_ev": 9.21,
  "de_lowest_kj_mol": 46.5
}

No. 2
{
  "formula": "CH2BrP",
  "method": "ωB97M-V with the def2-TZVPD basis set",
  "species": ["H", "P", "C", "Br", "H"],
  "coordinates": [[1.324, -1.112, -0.674], [1.265, -0.309, 0.387], [-0.289, 0.116, -0.136], [-1.223, 1.685, 1.001], [-1.076, -0.380, -0.577]],
  "lowdin_charge": [-0.189, 0.758, -0.805, 0.304, -0.068],
  "e_tot_ev": -80398.3752,
  "smiles": "[H]/P=C/Br",
  "orbital_gap_ev": 8.93,
  "de_lowest_kj_mol": 139.4
}

No. 3
{
  "formula": "C20H24ClFN3O4S",
  "method": "ωB97M-V with the def2-TZVPD basis set",
  "species": ["Cl", "C", "N", "C", "C", "N", "F", "C", "C", "C", "C", "H", "H", "H", "H", "H", "H", "H", "H", "H", "H", "H", "H", "H", "H", "C", "C", "C", "C", "S", "C", "C", "C", "C", "C", "N", "O", "O", "C", "C", "O", "O", "C", "C", "H", "H", "H", "H", "H", "H", "H", "H", "H", "H"],
  "coordinates": [[5.068, 1.271, -1.449], [4.050, 0.036, -0.677], [3.507, 0.455, 0.633], [4.603, 0.719, 1.703], [3.944, 1.042, 3.018], [2.482, 0.944, 2.861], [1.052, 0.826, 5.469], [2.080, -0.422, 2.469], [2.672, -0.740, 1.122], [1.975, 1.947, 1.910], [2.550, 1.678, 0.543], [3.221, -0.175, -1.350], [4.663, -0.853, -0.532], [5.181, -0.218, 1.773], [5.222, 1.543, 1.317], [4.226, 0.337, 3.823], [4.164, 2.058, 3.386], [2.430, -1.115, 3.251], [0.979, -0.457, 2.461], [1.899, -0.896, 0.349], [3.372, -1.592, 1.161], [0.874, 1.868, 1.928], [2.239, 2.940, 2.311], [3.149, 2.512, 0.151], [1.759, 1.383, -0.167], [6.006, 0.562, 7.065], [5.152, -0.500, 6.823], [3.774, -0.350, 7.055], [3.320, 0.864, 7.546], [1.604, 0.973, 8.053], [0.822, 1.624, 6.488], [-0.664, 1.702, 6.698], [-1.296, 2.053, 5.501], [-2.629, 2.371, 5.482], [-3.371, 2.264, 6.674], [-4.762, 2.570, 6.655], [-5.409, 2.451, 7.717], [-5.280, 2.938, 5.578], [-2.759, 1.817, 7.861], [-1.416, 1.463, 7.856], [1.166, -0.343, 8.412], [1.506, 2.088, 8.980], [4.147, 1.979, 7.673], [5.526, 1.808, 7.436], [7.094, 0.417, 6.945], [5.502, -1.467, 6.471], [3.074, -1.157, 6.878], [1.284, 2.581, 6.225], [-0.673, 2.159, 4.609], [-3.096, 2.715, 4.562], [-3.344, 1.778, 8.776], [-1.011, 1.098, 8.800], [3.735, 2.935, 7.961], [6.179, 2.665, 7.563]],
  "lowdin_charge": [0.682, -0.513, -0.263, -0.059, -0.135, -0.165, 0.025, -0.132, -0.072, -0.139, -0.059, 0.104, 0.103, 0.145, 0.122, 0.130, 0.139, 0.139, 0.140, 0.145, 0.144, 0.136, 0.138, 0.122, 0.145, -0.087, -0.077, -0.063, -0.291, 0.740, -0.358, -0.164, -0.026, 0.022, -0.139, -0.319, 0.073, 0.063, 0.042, 0.005, -0.266, -0.291, -0.040, -0.060, 0.119, 0.109, 0.114, 0.156, 0.118, 0.125, 0.130, 0.115, 0.115, 0.111],
  "e_tot_ev": -59853.6330,
  "charge": 1,
  "orbital_gap_ev": 9.23
}

No. 4
{
  "formula": "C45H54AlBN10OSTe",
  "method": "ωB97M-V with the def2-TZVPD basis set",
  "species": ["Al", "C", "C", "C", "C", "C", "N", "N", "B", "N", "N", "C", "C", "C", "C", "C", "N", "N", "C", "C", "C", "C", "C", "H", "H", "H", "H", "H", "H", "H", "H", "H", "H", "H", "H", "H", "H", "H", "H", "H", "H", "H", "H", "H", "H", "N", "C", "C", "C", "C", "C", "C", "N", "C", "C", "C", "S", "C", "N", "H", "H", "H", "H", "H", "H", "H", "C", "C", "O", "N", "Te", "C", "C", "C", "C", "C", "C", "C", "C", "C", "C", "C", "C", "C", "C", "C", "C", "C", "C", "H", "H", "H", "H", "H", "H", "H", "H", "H", "H", "H", "H", "H", "H", "H", "H", "H", "H", "H", "H", "H", "H", "H", "H", "H"],
  "coordinates": [[-0.158, 0.026, -0.003], [-2.642, -3.214, 0.143], [-1.984, -2.529, 1.298], [-2.121, -3.064, 2.579], [-1.445, -2.226, 3.432], [-1.267, -2.327, 4.912], [-0.932, -1.249, 2.684], [-1.235, -1.392, 1.355], [-0.174, -0.028, 3.118], [-0.914, 1.234, 2.600], [-0.820, 1.665, 1.295], [-1.169, 2.970, 1.324], [-0.949, 4.014, 0.264], [-1.585, 3.320, 2.610], [-1.398, 2.203, 3.391], [-1.634, 2.045, 4.857], [1.253, -0.033, 2.507], [1.435, 0.432, 1.227], [2.691, 0.911, 1.170], [3.241, 1.811, 0.103], [3.340, 0.639, 2.376], [2.399, 0.059, 3.200], [2.540, -0.399, 4.613], [-2.617, -4.289, 0.325], [-3.690, -2.917, 0.088], [-2.160, -3.015, -0.798], [-2.659, -3.962, 2.842], [-1.746, -3.237, 5.267], [-0.213, -2.362, 5.189], [-1.717, -1.478, 5.429], [-0.089, 0.020, 4.308], [-0.160, 3.742, -0.431], [-1.850, 4.261, -0.296], [-0.641, 4.927, 0.772], [-1.926, 4.291, 2.932], [-2.192, 2.905, 5.222], [-2.203, 1.141, 5.074], [-0.694, 1.989, 5.408], [2.463, 2.163, -0.566], [3.683, 2.677, 0.596], [4.028, 1.332, -0.479], [4.358, 0.893, 2.631], [3.595, -0.461, 4.869], [2.059, 0.293, 5.306], [2.087, -1.380, 4.755], [2.297, 0.389, -3.542], [3.263, -0.448, -3.006], [4.444, -0.956, -3.534], [5.218, -1.719, -2.685], [4.831, -1.949, -1.354], [3.657, -1.440, -0.841], [2.850, -0.687, -1.692], [1.649, -0.018, -1.462], [1.377, 0.609, -2.576], [0.188, 1.428, -2.695], [-0.324, 2.039, -3.789], [-1.858, 2.675, -3.424], [-1.723, 2.107, -1.832], [-0.601, 1.500, -1.561], [2.267, 0.743, -4.482], [4.745, -0.756, -4.555], [6.151, -2.131, -3.048], [5.472, -2.547, -0.718], [3.379, -1.607, 0.191], [0.081, 2.090, -4.788], [-2.512, 2.243, -1.107], [-3.167, -0.447, -1.616], [-1.800, -0.801, -2.208], [-1.685, -0.686, -3.432], [-0.829, -1.184, -1.337], [0.335, -3.003, -2.842], [2.035, -3.824, -3.900], [3.048, -4.637, -3.374], [3.126, -5.039, -1.926], [4.042, -5.109, -4.233], [4.073, -4.790, -5.580], [5.138, -5.342, -6.492], [3.078, -3.954, -6.074], [2.066, -3.461, -5.261], [1.016, -2.569, -5.887], [0.096, -4.602, -1.448], [0.473, -4.534, -0.102], [1.264, -3.399, 0.495], [0.158, -5.594, 0.745], [-0.505, -6.722, 0.294], [-0.843, -7.859, 1.223], [-0.854, -6.780, -1.052], [-0.572, -5.744, -1.934], [-0.992, -5.903, -3.376], [-3.803, -1.324, -1.688], [-3.628, 0.334, -2.218], [-3.109, -0.153, -0.564], [2.810, -4.222, -1.285], [4.149, -5.311, -1.663], [2.484, -5.898, -1.716], [4.822, -5.743, -3.821], [5.984, -5.728, -5.924], [5.502, -4.581, -7.183], [4.737, -6.162, -7.092], [3.087, -3.682, -7.126], [1.332, -2.246, -6.878], [0.807, -1.679, -5.287], [0.065, -3.097, -5.993], [1.190, -2.502, -0.111], [2.317, -3.681, 0.571], [0.917, -3.178, 1.506], [0.452, -5.531, 1.790], [-0.454, -7.682, 2.226], [-0.426, -8.798, 0.855], [-1.925, -7.991, 1.295], [-1.369, -7.660, -1.426], [-1.501, -6.855, -3.521], [-0.127, -5.875, -4.044], [-1.667, -5.104, -3.683]],
  "mulliken_spin": [0.022, -0.012, -0.017, -0.001, 0.001, 0.001, 0.012, 0.004, 0.005, -0.001, -0.001, 0.000, 0.000, 0.000, 0.000, 0.000, 0.000, 0.002, 0.001, -0.001, 0.000, 0.000, 0.000, 0.000, 0.000, -0.001, 0.000, 0.000, 0.000, 0.000, 0.000, 0.000, 0.000, 0.000, 0.000, 0.000, 0.000, 0.000, 0.001, 0.000, 0.000, 0.000, 0.000, 0.000, 0.000, 0.002, -0.006, -0.003, 0.008, -0.004, 0.011, 0.003, -0.011, 0.053, -0.030, 0.003, -0.001, -0.007, -0.007, 0.000, 0.000, 0.000, 0.000, -0.001, 0.000, 0.000, 0.078, -0.075, 0.008, 0.727, 0.210, 0.065, -0.024, -0.010, -0.008, 0.013, -0.001, -0.008, -0.004, 0.013, 0.045, -0.006, -0.006, -0.001, 0.000, 0.000, 0.001, -0.046, 0.012, -0.001, 0.002, -0.008, 0.007, 0.001, 0.001, -0.001, 0.000, 0.001, 0.001, 0.000, 0.000, 0.000, -0.004, -0.003, 0.004, 0.001, 0.000, 0.000, 0.000, 0.000, 0.000, 0.000, -0.005, -0.005],
  "spin_multiplicity": 2,
  "e_tot_ev": -89892.8758,
  "charge": 1,
  "orbital_gap_ev": [6.83, 6.12],
  "de_lowest_kj_mol": 175.4
}

Number 3 is which compound? C20H24ClFN3O4S